1.
Formula: C22H34N2O6P2Sr
Source: the Open Molecules 2025 dataset
Level of theory: wB97M-V/def2-TZVPD

Last column: Mulliken charge in e.
Element x y z (Å)
P 0.1890 -1.4006 -6.6115  0.7365
P 0.0156 1.8011 -6.5005  0.7848
C -0.2083 -0.4720 -8.1865  -1.0779
C 0.2892 0.9775 -8.1585  -1.1102
H -1.3019 -0.5108 -8.3030  0.4303
H 0.2459 -1.0229 -9.0219  0.4691
H 1.3706 1.0270 -8.3565  0.4323
H -0.2269 1.5805 -8.9184  0.4706
C -1.5812 2.6543 -6.8586  -1.3920
H -1.7878 3.3459 -6.0319  0.3620
H -2.3849 1.9093 -6.9041  0.3386
H -1.5288 3.2097 -7.8045  0.4157
C 1.1554 3.2287 -6.7185  -1.3951
H 0.9673 3.7525 -7.6646  0.3878
H 2.1857 2.8538 -6.6951  0.3622
H 1.0071 3.9137 -5.8749  0.3883
C -0.9604 -2.8189 -6.8395  -1.3625
H -0.7477 -3.5568 -6.0565  0.3900
H -0.8430 -3.2773 -7.8299  0.3865
H -1.9864 -2.4531 -6.7134  0.3513
C 1.7552 -2.2179 -7.1458  -1.3697
H 2.5520 -1.4664 -7.2011  0.3437
H 1.6336 -2.7100 -8.1199  0.3939
H 2.0246 -2.9609 -6.3845  0.3699
Sr -0.1879 0.3266 0.4309  1.4753
C 0.6470 1.7470 -1.6921  -1.0059
C -0.6984 1.6749 -1.7873  -0.8639
C -1.4745 0.7809 -2.7314  0.4870
C -1.8369 -0.6964 -2.2998  -0.6468
C -0.8076 -1.5341 -1.5877  -0.8886
C 0.5409 -1.4432 -1.8019  -0.3878
C 1.1866 -0.5806 -2.8611  0.4715
C 1.6150 0.8787 -2.4630  -0.3595
C 0.1016 -1.8610 1.7961  -1.8454
H 1.1223 2.4212 -0.9544  0.5499
H -1.3308 2.2404 -1.0723  0.6088
H -0.9946 0.7254 -3.7198  -0.5711
H -2.4511 1.2683 -2.8762  0.5421
H -2.7256 -0.6902 -1.6458  0.4181
H -2.2042 -1.1872 -3.2203  0.3181
H -1.1933 -2.2960 -0.9077  0.4070
H 1.2045 -2.1017 -1.2441  0.3803
H 0.5985 -0.5213 -3.7913  -0.7609
H 2.1182 -1.0954 -3.1503  0.5838
H 2.5407 0.8116 -1.8684  0.4404
H 1.9231 1.3657 -3.4046  0.2612
H 0.8529 -1.3824 2.4118  0.3422
H 0.3847 -2.6850 1.1530  0.3346
H -0.9417 -1.7497 2.0769  0.5044
O -1.7141 2.3621 2.2474  -0.7513
C -0.6259 2.1187 2.8166  0.6516
O 0.4737 1.7436 2.2194  -0.9265
C -0.4029 2.0702 4.2789  0.3054
C -1.2250 2.7835 5.1509  -0.5100
C -1.0122 2.6976 6.5395  -0.0940
C 0.0347 1.9144 7.0562  -0.2243
C 0.8997 1.2507 6.1677  -0.2829
C 0.7066 1.3559 4.7767  -0.3061
N 1.9355 0.4071 6.6704  0.9901
O 2.0587 0.2946 7.9070  -0.5933
O 2.6550 -0.1859 5.8394  -0.5889
N -1.9074 3.3625 7.4225  0.9811
O -2.8356 4.0351 6.9328  -0.5924
O -1.7080 3.2285 8.6466  -0.5941
H -2.0368 3.3728 4.7361  0.5355
H 0.1659 1.8215 8.1266  0.5901
H 1.3984 0.8494 4.0969  0.5090

Calculated values
LUMO energy (eV): -0.86
Maximum force (eV/Å): 2.97
ΔE to the lowest compared entry with this formula, charge and spin (kcal per mole): 0.00
HOMO (eV): -6.112
Orbital gap (eV): 5.247

2.
Formula: C5H8N
Source: the Open Molecules 2025 dataset
Level of theory: wB97M-V/def2-TZVPD

Last column: Mulliken charge in e.
Element x y z (Å)
C 0.5022 -1.8340 1.4937  0.0421
C 1.0916 -0.8174 1.2507  -0.0552
C -1.2561 -0.0807 -0.8093  0.0858
C -0.3012 0.1983 -1.6271  -0.4425
C 1.5333 0.4913 0.8023  -1.3741
N -1.4614 0.8797 -1.9645  -0.1667
H 0.1357 -2.7529 1.8681  0.4274
H -1.6414 -0.2921 0.0958  0.4777
H 0.5860 0.0434 -2.1862  0.3631
H 2.2335 0.1525 0.1097  0.4129
H 2.0589 0.9268 1.5666  0.3619
H 0.8277 1.0765 0.2799  0.2655
H -2.1341 0.5129 -2.6548  0.3098
H -1.7174 1.8004 -1.7214  0.2924

Calculated values
LUMO energy (eV): -4.74
Total charge: +1
Maximum force (eV/Å): 5.08
ΔE to the lowest compared entry with this formula, charge and spin (kcal per mole): 146.03
HOMO (eV): -13.398
Orbital gap (eV): 8.654

3.
Formula: C11H15ClGaLuNO3S
Source: the Open Molecules 2025 dataset
Level of theory: wB97M-V/def2-TZVPD

Last column: Mulliken charge in e.
Element x y z (Å)
Lu -0.9156 1.4110 0.7432  1.1392
Cl -1.4197 3.0244 -0.9505  -0.6221
C -2.4767 -0.1760 0.5510  -1.3263
H -2.2283 -1.0365 1.1816  0.2865
H -2.4330 -0.4789 -0.5047  0.2528
H -3.4777 0.1975 0.7866  0.3150
Ga 0.9801 -0.8677 -3.3454  0.2715
C 2.6303 0.1702 -3.6743  -1.0359
C -0.5203 -0.4105 -4.5439  -1.0366
C 0.9226 -2.2824 -2.0828  -0.7404
H -1.1613 -1.2858 -4.7040  0.2925
H -1.1229 0.3904 -4.0946  0.3136
H -0.1528 -0.0603 -5.5168  0.3151
H 3.5102 -0.3987 -3.3514  0.2991
H 2.7400 0.4171 -4.7382  0.3047
H 2.6037 1.1080 -3.1023  0.2954
H 0.1258 -3.0323 -2.0260  0.3660
H 1.6990 -2.4317 -1.3173  0.3482
O 0.3993 -0.0213 1.9099  -0.8303
C 0.3695 0.7874 2.9266  1.0980
N -0.0914 2.0417 2.6665  -0.6279
S 0.0795 3.1830 3.9202  1.0402
O 1.1954 4.0373 3.6299  -0.6630
O -1.2217 3.7318 4.1726  -0.6377
C 0.5321 1.8452 4.9970  0.1640
C 0.6509 1.9572 6.3724  -0.4611
C 0.8539 0.7838 7.1145  -0.5340
C 0.9210 -0.4650 6.4707  -0.3781
C 0.8285 -0.5534 5.0774  -0.6758
C 0.6544 0.6281 4.3413  0.0409
H 0.5894 2.9427 6.8283  0.3594
H 0.9500 0.8403 8.2019  0.3270
H 1.0405 -1.3733 7.0719  0.3310
H 0.8778 -1.5014 4.5381  0.4088

Calculated values
LUMO energy (spin up / spin down) (eV): 0.78 / 2.26
Total charge: -1
Maximum force (eV/Å): 4.27
HOMO (spin up / spin down) (eV): -1.918 / -5.718
Orbital gap (spin up / spin down) (eV): 2.695 / 7.974

> Look up the maximum force of the second one.

5.08 eV/Å